[1]
Below is a single C23H30N2O2 molecule, with properties calculated with wB97M-V/def2-TZVPD.

Values from the calculation:
total charge = 0
relative energy (zero: lowest compared OMol25 entry of this formula, charge and spin) = 0.484 eV
orbital gap = 8.397 eV
HOMO energy = -7.83 eV

Element x y z (Å)
C1 2.54667 -5.53764 -1.77201
C2 1.04178 -5.38098 -1.75398
O1 0.30721 -6.35162 -1.78989
C3 0.56086 -4.00899 -1.69277
C4 1.34513 -2.82497 -1.71858
C5 0.49250 -1.75686 -1.65935
C6 0.84783 -0.34453 -1.74637
C7 0.26105 0.50166 -2.68600
C8 0.67396 1.81655 -2.80020
C9 1.68689 2.30176 -1.99082
C10 2.28006 1.46592 -1.05792
C11 1.86331 0.15485 -0.93338
N1 -0.79570 -2.24241 -1.59076
C12 -1.96547 -1.46119 -1.29484
C13 -2.20745 -1.36829 0.22184
C14 -1.15377 -0.49567 0.89723
O2 -0.16211 -0.94967 1.42341
N2 -1.42047 0.82758 0.82944
C15 -0.65250 1.82212 1.56438
C16 -0.63216 3.12338 0.76090
C17 0.58981 4.01571 1.00036
C18 1.12295 4.04668 2.43363
C19 0.04592 4.12024 3.51658
C20 -0.42465 2.73832 3.96528
C21 -1.29164 2.00234 2.94923
C22 -0.76517 -3.60044 -1.59658
C23 -1.99161 -4.43538 -1.53813
H1 2.80150 -6.59421 -1.78316
H2 2.97785 -5.06672 -0.89192
H3 2.95669 -5.05735 -2.65763
H4 2.41076 -2.75964 -1.80592
H5 -0.49192 0.11896 -3.36177
H6 0.21508 2.46088 -3.53679
H7 2.01727 3.32505 -2.09607
H8 3.07562 1.83781 -0.42812
H9 2.30993 -0.49707 -0.19903
H10 -2.83055 -1.92981 -1.77284
H11 -1.83997 -0.45530 -1.70081
H12 -3.20377 -0.96241 0.40399
H13 -2.14249 -2.36398 0.66110
H14 -2.30999 1.13259 0.46636
H15 0.35301 1.40538 1.66442
H16 -0.65527 2.87261 -0.30290
H17 -1.54481 3.68102 0.98552
H18 0.32440 5.03072 0.69502
H19 1.40030 3.68300 0.35142
H20 1.73552 3.16171 2.61405
H21 1.78273 4.91322 2.51958
H22 0.46117 4.63046 4.38878
H23 -0.80108 4.71214 3.16632
H24 0.44983 2.12650 4.19635
H25 -1.00400 2.84151 4.88620
H26 -1.51178 1.00898 3.34868
H27 -2.24224 2.53104 2.82943
H28 -2.66803 -4.19107 -2.35855
H29 -1.70054 -5.47834 -1.62259
H30 -2.52845 -4.29616 -0.59985

***

[2]
Below is a gas-phase ion, C5H10N3S (charge +1) at a distorted geometry, with properties calculated with wB97M-V/def2-TZVPD.

Values from the calculation:
total charge = +1
relative energy (zero: lowest compared OMol25 entry of this formula, charge and spin) = 2.155 eV
orbital gap = 9.603 eV
HOMO energy = -13.77 eV

Element x y z (Å)
C1 1.58369 -1.57783 -0.02269
C2 1.93495 0.86598 -0.75664
C3 2.39475 -0.57415 -0.90199
C4 -0.45800 -0.57003 0.58884
C5 -2.98722 0.01745 -0.45119
N1 0.53886 -1.36071 0.63160
N2 1.50000 1.39911 0.26769
N3 -0.78112 0.31628 1.49512
S1 -1.45706 -0.84939 -0.86653
H1 1.95992 -2.52802 -0.05660
H2 1.75276 1.29302 -1.70954
H3 3.41435 -0.81676 -0.53400
H4 2.51354 -0.82357 -1.92467
H5 -3.13840 0.41495 0.51770
H6 -3.55678 -0.87873 -0.81861
H7 -3.15572 0.79974 -1.21513
H8 -1.38855 0.98903 1.00985
H9 1.64254 0.93117 1.22778
H10 -0.06148 0.66956 2.12111

***

[3]
Below is a molecular structure, C24H68F3HfN4O14S at a distorted geometry, with properties calculated with wB97M-V/def2-TZVPD.

Values from the calculation:
total charge = +4
spin multiplicity = 2
orbital gap = 1.666 eV
HOMO energy = -15.42 eV

Element x y z (Å)
Hf1 3.18931 1.08199 1.02311
C1 -1.31405 -0.87281 0.26038
F1 -0.70827 -2.01012 0.61757
F2 -2.44041 -1.01102 -0.47338
F3 -1.64462 -0.25404 1.37471
S1 0.01287 0.10643 -0.67453
O1 0.55212 -0.79220 -1.72937
O2 -0.68343 1.29588 -1.22400
O3 1.14934 0.48824 0.20825
C2 -1.64279 -4.38330 2.30472
O4 -1.25020 -4.37462 3.68426
H1 -2.33778 -5.21807 2.21392
H2 -2.09788 -3.47498 1.90983
H3 -0.83847 -4.64520 1.61727
H4 -1.13924 -5.29572 3.93094
C3 0.03670 2.95600 1.66298
O5 1.20748 2.31090 2.14424
H5 -0.17999 3.89590 2.17066
H6 0.02871 3.05217 0.57726
H7 -0.82939 2.35577 1.94174
H8 1.02427 2.39542 3.08280
C4 2.42603 -3.79083 -1.21719
O6 3.44784 -2.79019 -1.02945
H9 2.22252 -4.37439 -0.31934
H10 1.56779 -3.27462 -1.64737
H11 2.74171 -4.47267 -2.00684
H12 4.21924 -3.34962 -0.91294
C5 4.85318 -0.68918 -3.07913
C6 3.90676 0.35645 -2.46772
C7 2.82393 0.74673 -3.46293
O7 1.91680 1.69858 -2.84471
C8 0.88284 2.05110 -3.81803
N1 3.37906 -0.16669 -1.18811
H13 5.73068 -0.98541 -2.50438
H14 5.33111 -0.20109 -3.92852
H15 4.23419 -1.52950 -3.39349
H16 4.47310 1.25655 -2.22856
H17 2.37655 -0.22679 -3.66346
H18 3.30146 1.08570 -4.38225
H19 1.29835 2.56698 -4.68366
H20 0.20977 2.76591 -3.34462
H21 0.28823 1.18634 -4.11255
H22 3.72994 -1.11377 -1.18429
H23 2.42368 -0.37449 -1.44144
C9 -1.12614 -0.90495 -6.43386
C10 -2.10897 -1.91575 -5.94781
C11 -2.06575 -2.02235 -4.41870
O8 -2.96002 -3.00006 -3.97482
C12 -3.01280 -3.25434 -2.53372
N2 -3.40885 -1.50692 -6.35523
H24 -0.12632 -1.04082 -6.02155
H25 -1.53577 0.06424 -6.14930
H26 -1.07814 -0.97454 -7.52057
H27 -2.02607 -2.92664 -6.34698
H28 -2.40012 -1.07225 -4.00203
H29 -1.03316 -2.16826 -4.10159
H30 -3.78130 -3.99980 -2.32930
H31 -3.39778 -2.36712 -2.03101
H32 -2.07307 -3.54683 -2.06525
H33 -3.49103 -0.57791 -5.96760
H34 -4.06569 -2.04667 -5.80992
C13 -5.27888 -1.54674 5.49294
C14 -4.28354 -2.08637 4.46202
C15 -3.84820 -1.08552 3.37621
O9 -5.01634 -0.62981 2.59704
C16 -4.67243 0.46672 1.77578
N3 -3.22486 -2.72915 5.19793
H35 -4.68641 -0.87023 6.10889
H36 -5.75818 -2.27886 6.14284
H37 -6.10343 -0.99509 5.04139
H38 -4.78964 -2.93134 3.99514
H39 -3.06712 -1.49603 2.73628
H40 -3.41833 -0.25700 3.93911
H41 -5.65863 0.79186 1.44443
H42 -4.14692 0.06422 0.90980
H43 -4.18149 1.29636 2.28449
H44 -3.69343 -3.35698 5.83540
H45 -2.76056 -3.29726 4.50382
C17 3.52465 0.86555 5.74288
C18 3.37182 0.47311 4.28696
C19 2.01860 -0.13483 3.98006
O10 1.92914 -0.53579 2.59906
C20 1.61899 -1.97905 2.45885
N4 3.63411 1.56787 3.39712
H46 2.86039 1.65357 6.09767
H47 4.49813 1.26460 6.02786
H48 3.27799 0.00372 6.36298
H49 4.17430 -0.24758 4.12975
H50 1.09223 0.37412 4.24635
H51 1.90544 -0.98718 4.64998
H52 2.35098 -2.62782 2.93987
H53 1.44438 -2.30575 1.43373
H54 0.66044 -2.17495 2.93939
H55 4.57954 1.82878 3.63832
H56 3.11558 2.27169 3.90295
C21 -1.92843 4.78676 -2.20594
C22 -2.77223 3.53756 -1.98324
O11 -2.34648 2.48688 -2.76495
O12 -0.59089 4.74087 -1.72096
H57 -2.48992 5.59883 -1.74403
H58 -2.01932 5.07685 -3.25269
H59 -3.81916 3.76677 -2.18198
H60 -2.77940 3.15220 -0.96366
H61 -1.71005 2.02814 -2.21167
H62 -0.15144 5.46660 -2.17018
C23 2.78887 4.00253 -0.68107
C24 3.35186 4.52487 0.62060
O13 3.76715 3.47731 1.51201
O14 2.50057 2.63923 -0.65670
H63 3.60100 4.11161 -1.39986
H64 1.99526 4.69622 -0.95871
H65 2.55832 5.03195 1.16948
H66 4.11834 5.28688 0.47935
H67 4.16277 4.01491 2.20198
H68 2.10676 2.48344 -1.51824

***

[4]
Below is a molecular structure, CH3IN4 at a distorted geometry, with properties calculated with wB97M-V/def2-TZVPD.

Values from the calculation:
total charge = 0
relative energy (zero: lowest compared OMol25 entry of this formula, charge and spin) = 2.590 eV
orbital gap = 8.867 eV
HOMO energy = -8.84 eV

Element x y z (Å)
C1 0.36847 0.15336 -0.84533
N1 -1.05066 -0.24603 -0.95241
N2 -1.58674 -0.51085 0.07389
N3 0.42457 0.73898 0.42918
N4 -0.25382 -0.03526 1.32374
I1 0.48923 -1.83870 1.83480
H1 0.87737 -0.87225 -0.67950
H2 0.68465 0.90561 -1.64307
H3 0.04693 1.70513 0.45871

***

[5]
Below is a molecular structure, C32H24BN10OPtS3, with properties calculated with wB97M-V/def2-TZVPD.

Values from the calculation:
total charge = +2
relative energy (zero: lowest compared OMol25 entry of this formula, charge and spin) = 0.000 eV
spin multiplicity = 6
orbital gap (spin up / spin down) = 7.105 / 4.100 eV
HOMO energy (spin up / spin down) = -12.60 / -13.98 eV

Element x y z (Å)
Pt1 0.12116 0.84999 -1.02702
C1 4.25008 -0.46948 -0.18824
C2 3.05354 0.10775 0.23734
N1 2.16422 0.09547 -0.74434
N2 2.74915 -0.47566 -1.81877
C3 4.01448 -0.82238 -1.49498
B1 1.99824 -0.66842 -3.15121
N3 0.75461 -1.56487 -2.92033
C4 0.31547 -2.76455 -3.35909
C5 -0.91442 -3.02424 -2.79959
C6 -1.18019 -1.90541 -2.01276
N4 -0.18505 -1.03735 -2.10700
N5 1.50686 0.66420 -3.73940
C7 1.45589 1.07208 -5.02372
C8 0.86323 2.31348 -5.06377
C9 0.55734 2.59893 -3.73257
N6 0.94842 1.60285 -2.94818
N7 3.05059 -1.25485 -4.14814
C10 3.36863 -2.46027 -4.53298
C11 4.52929 -2.36285 -5.38054
C12 4.82393 -0.99019 -5.39542
N8 3.99072 -0.32329 -4.63922
H1 5.15477 -0.60055 0.37406
H2 2.80743 0.52874 1.19868
H3 4.67482 -1.29862 -2.19471
H4 0.86933 -3.36774 -4.04944
H5 -1.52964 -3.89207 -2.94177
H6 -2.03484 -1.68734 -1.39628
H7 1.81889 0.46172 -5.83101
H8 0.68507 2.92573 -5.92677
H9 0.07712 3.46862 -3.31754
H10 2.84756 -3.34284 -4.21358
H11 5.06087 -3.17197 -5.85073
H12 5.62853 -0.47798 -5.89365
S1 -2.25761 3.38996 0.89191
C13 -3.27761 2.03572 0.83803
C14 -4.17012 1.63746 1.83955
C15 -4.91838 0.49218 1.64123
C16 -5.81391 0.05162 2.66915
N9 -6.53026 -0.27919 3.49944
C17 -4.79549 -0.23571 0.43606
C18 -3.92555 0.17832 -0.57363
C19 -3.15618 1.30117 -0.35656
S2 -1.99012 2.00173 -1.46746
C20 -5.55955 -1.42964 0.24703
N10 -6.17182 -2.38686 0.09622
H13 -4.27228 2.20382 2.75300
H14 -3.85426 -0.38502 -1.49356
O1 -0.67243 0.47250 1.07910
S3 -0.16199 -0.36396 2.25221
C21 -1.48797 -0.34005 3.43901
C22 -1.78885 0.78970 4.19225
C23 -2.86086 0.73994 5.06720
C24 -3.62321 -0.41857 5.17660
C25 -3.31562 -1.53803 4.41912
C26 -2.23543 -1.50518 3.54748
C27 1.04372 0.64892 3.09303
C28 1.27993 1.94862 2.67942
C29 2.20250 2.71730 3.37739
C30 2.87048 2.17948 4.46761
C31 2.63503 0.86630 4.85936
C32 1.71973 0.08916 4.16958
H15 -1.19116 1.68725 4.10748
H16 -3.09830 1.60174 5.67509
H17 -4.45636 -0.44931 5.86434
H18 -3.90988 -2.43638 4.50963
H19 -1.97549 -2.37578 2.96022
H20 0.75543 2.35058 1.82109
H21 2.39368 3.73544 3.07026
H22 3.58038 2.78382 5.01352
H23 3.16474 0.44768 5.70289
H24 1.52898 -0.93341 4.46834

***

[6]
Below is a molecular structure, C10H19NO14PS2 at a distorted geometry, with properties calculated with wB97M-V/def2-TZVPD.

Values from the calculation:
total charge = -1
orbital gap = 8.487 eV
HOMO energy = -6.75 eV

Element x y z (Å)
C1 2.68988 -1.44628 -0.55086
C2 1.81258 -0.21405 -0.37226
C3 2.18903 0.92740 -1.28704
O1 1.98411 2.19632 -0.65169
C4 1.01552 3.03506 -1.19389
S1 -0.52232 3.01804 -0.17035
O2 -0.48742 4.27067 0.51240
O3 -0.47545 1.90124 0.73914
N1 -1.86690 3.04192 -1.09885
S2 -2.05161 1.69424 -1.89197
O4 -2.90883 1.88844 -3.00228
O5 -0.84858 0.95828 -2.24156
P1 -3.12597 0.31193 -0.65128
O6 -4.51355 0.62336 -0.45423
O7 -2.40978 0.10986 0.74367
O8 -2.99655 -1.05642 -1.45640
H1 2.21611 -2.25130 -0.00055
H2 3.64712 -1.29594 -0.08728
H3 2.76620 -1.78360 -1.57625
H4 1.92748 0.14932 0.63743
H5 0.77369 -0.49366 -0.49538
H6 3.26084 0.85023 -1.45847
H7 1.70853 0.86598 -2.24908
H8 0.79212 2.84411 -2.23193
H9 1.37794 4.04638 -1.09524
H10 -1.44719 0.29318 0.64536
H11 -2.10430 -1.04998 -1.85932
C5 -4.39962 3.22236 2.99654
C6 -5.25151 2.21827 2.25201
O9 -6.57897 2.55751 2.70202
C7 -6.56907 3.84412 3.10686
O10 -7.54137 4.47395 3.38083
O11 -5.30632 4.32487 3.16521
H12 -3.51664 3.52702 2.44122
H13 -4.09534 2.86804 3.98373
H14 -5.19592 2.34267 1.17270
H15 -5.01064 1.18946 2.49907
C8 4.48333 -5.89448 -1.07600
C9 5.62899 -6.15278 -0.11847
O12 6.19068 -4.84813 0.04490
C10 5.22496 -3.93214 -0.23819
O13 5.31606 -2.77053 -0.03860
O14 4.13968 -4.53951 -0.78125
H16 3.63154 -6.54888 -0.91273
H17 4.78910 -5.96077 -2.12169
H18 5.28783 -6.51373 0.85340
H19 6.37051 -6.84204 -0.51341

***

[7]
Below is 2 unconnected molecules or ions with the total composition C4H11N3 at a distorted geometry, with properties calculated with wB97M-V/def2-TZVPD.

Values from the calculation:
total charge = 0
relative energy (zero: lowest compared OMol25 entry of this formula, charge and spin) = 5.469 eV
orbital gap = 7.838 eV
HOMO energy = -7.36 eV

Element x y z (Å)
C1 -0.62158 -0.03203 -1.83206
C2 -1.04357 -0.84807 0.90865
C3 -0.53297 0.67875 -0.51197
N1 -1.16839 1.76519 -0.31085
H1 -0.97412 2.23152 0.57227
H2 -0.09341 0.54236 -2.60052
H3 -0.20958 -1.03774 -1.79482
H4 -1.04466 -0.28085 1.84343
H5 -0.78608 -1.89278 1.08173
H6 -2.05112 -0.82108 0.49333
H7 -1.67185 -0.09378 -2.10632
N2 1.01563 0.68424 0.03709
C4 1.34234 -0.69872 0.49159
N3 1.95239 -0.97092 1.57222
H8 1.69445 1.09419 -0.61951
H9 0.92132 1.29110 0.85059
H10 1.90595 -0.23052 2.27110
H11 1.36526 -1.38087 -0.34595

***

[8]
Below is a molecular structure, C43H33AgNO5P2 at a distorted geometry, with properties calculated with wB97M-V/def2-TZVPD.

Values from the calculation:
total charge = +1
relative energy (zero: lowest compared OMol25 entry of this formula, charge and spin) = 0.644 eV
orbital gap = 7.140 eV
HOMO energy = -10.17 eV

Element x y z (Å)
Ag1 -16.63571 -10.32714 7.93599
O1 -14.61012 -9.50200 12.31411
C1 -15.29515 -9.90746 11.25733
O2 -14.80267 -10.10197 10.14978
C2 -16.75347 -9.90617 11.55664
C3 -17.21239 -9.64760 12.88319
C4 -18.57229 -9.74706 13.10333
C5 -19.39985 -10.03771 12.03897
C6 -18.89957 -10.25722 10.73453
N1 -17.59904 -10.22730 10.56708
C7 -19.75020 -10.61658 9.58404
O3 -20.98986 -11.07580 9.80830
O4 -19.41290 -10.37630 8.45197
H1 -13.63615 -9.58176 12.14961
H2 -16.50082 -9.44782 13.68437
H3 -18.90854 -9.64919 14.11153
H4 -20.44560 -10.03124 12.26148
H5 -21.22113 -11.29902 10.70519
O5 -17.10404 -10.77682 5.17450
C8 -17.87296 -9.79300 4.58526
C9 -18.55314 -9.99478 3.38749
C10 -19.36416 -8.97947 2.88784
C11 -19.54665 -7.85920 3.67990
C12 -18.77636 -7.57703 4.77331
C13 -17.73530 -8.52930 5.22021
P1 -16.53973 -8.26685 6.55986
C14 -16.99637 -6.72846 7.33519
C15 -16.21754 -5.57595 7.18255
C16 -16.62552 -4.37167 7.72186
C17 -17.68307 -4.28869 8.58571
C18 -18.42535 -5.43216 8.84740
C19 -18.06662 -6.63514 8.19854
C20 -14.92838 -8.07151 5.82379
C21 -14.67864 -7.57539 4.52958
C22 -13.43866 -7.64237 3.94834
C23 -12.42652 -8.30105 4.59234
C24 -12.63580 -8.75917 5.92650
C25 -13.85339 -8.60851 6.52372
C26 -15.93092 -11.16659 4.70919
C27 -15.38194 -10.74856 3.49912
C28 -14.14425 -11.29164 3.03088
C29 -13.49567 -12.16248 3.86583
C30 -14.03312 -12.58644 5.05087
C31 -15.21532 -12.06530 5.48915
P2 -15.93488 -12.43308 7.14073
C32 -17.28952 -13.58194 6.78162
C33 -17.34449 -14.38718 5.65870
C34 -18.37442 -15.27243 5.42902
C35 -19.31884 -15.47951 6.39450
C36 -19.32445 -14.66650 7.53913
C37 -18.31605 -13.75050 7.69533
C38 -14.70076 -13.41465 8.04709
C39 -13.49382 -12.84502 8.40808
C40 -12.57177 -13.60840 9.12654
C41 -12.85522 -14.95213 9.29952
C42 -14.03632 -15.51017 8.90697
C43 -15.04874 -14.79285 8.29630
H6 -18.52827 -10.89489 2.87172
H7 -19.76895 -9.03507 1.85763
H8 -20.17200 -7.05128 3.32937
H9 -18.82624 -6.65732 5.28641
H10 -15.38354 -5.59531 6.51923
H11 -16.00398 -3.42761 7.62448
H12 -17.88793 -3.35841 9.10453
H13 -19.25147 -5.36961 9.51526
H14 -18.71402 -7.53671 8.29140
H15 -15.49125 -7.14103 3.96020
H16 -13.27896 -7.30933 2.90570
H17 -11.45957 -8.45135 4.15397
H18 -11.90558 -9.30946 6.43257
H19 -13.86779 -8.99808 7.57436
H20 -15.90640 -10.08888 2.84645
H21 -13.77818 -11.17412 2.03262
H22 -12.68827 -12.73593 3.47419
H23 -13.43429 -13.23481 5.66874
H24 -16.56784 -14.38226 4.85061
H25 -18.46907 -15.75179 4.51018
H26 -20.11277 -16.26322 6.34699
H27 -20.03593 -14.89953 8.36873
H28 -18.28859 -13.14772 8.60415
H29 -13.23865 -11.77548 8.18623
H30 -11.78163 -13.07160 9.55076
H31 -12.10086 -15.53940 9.78957
H32 -14.27914 -16.52677 9.04924
H33 -15.97663 -15.21530 7.93170

***

Number 1: energy -1154.4648 Ha. Number 2: energy -758.6424 Ha. Number 3: energy -2971.7332 Ha. Number 4: energy -556.4832 Ha. Number 5: energy -3194.7250 Ha. Number 6: energy -2638.4575 Ha. Number 7: energy -323.1056 Ha. Number 8: energy -2918.8503 Ha.